[1]
Density functional theory data (ωB97M-V/def2-TZVPD) for C24H18Cl6N2O3 as an isolated structure.

CARTESIAN COORDINATES (ANGSTROEM)
Cl 2.105 0.470 0.852
C 4.315 0.945 0.272
Cl 4.211 1.108 -1.461
C 4.496 2.294 0.922
O 3.807 3.260 0.573
C 5.528 2.386 1.960
Cl 5.783 3.928 2.627
C 6.285 1.285 2.343
Cl 7.548 1.473 3.482
C 6.036 0.000 1.772
Cl 6.963 -1.338 2.271
C 5.070 -0.153 0.761
Cl 4.798 -1.683 0.066
O 0.206 -6.468 0.493
N -0.895 -5.871 0.504
O -1.977 -6.450 0.254
C -0.911 -4.479 0.794
C -2.128 -3.769 0.713
C -2.112 -2.392 0.750
C -0.879 -1.667 0.846
C -0.791 -0.232 0.735
C -1.554 0.518 -0.148
N -1.492 1.869 -0.117
C -0.664 2.559 0.849
C -0.729 4.049 0.477
C -1.600 4.156 -0.776
C -2.041 2.729 -1.147
C -2.407 -0.086 -1.219
C -1.819 -0.959 -2.149
C -2.583 -1.532 -3.166
C -3.947 -1.242 -3.266
C -4.542 -0.360 -2.354
C -3.772 0.227 -1.349
C 0.304 -2.424 1.073
C 0.303 -3.802 1.021
H -3.049 -4.330 0.582
H -3.049 -1.837 0.683
H -0.138 0.267 1.444
H -1.029 2.383 1.875
H 0.377 2.195 0.811
H -1.162 4.602 1.313
H 0.284 4.419 0.302
H -2.486 4.768 -0.588
H -1.054 4.595 -1.613
H -1.681 2.451 -2.155
H -3.141 2.667 -1.188
H -0.750 -1.166 -2.062
H -2.106 -2.213 -3.877
H -4.546 -1.696 -4.053
H -5.607 -0.126 -2.419
H -4.234 0.929 -0.646
H 1.237 -1.871 1.221
H 1.218 -4.386 1.114

The calculation puts the LUMO energy at -3.2 eV. The charge is 0.

Atomic partial charges in e from the Löwdin method, atoms 1 to 8: 0.477, -0.786, 0.753, -0.483, 0.047, -0.612, 0.772, -0.682

[2]
Density functional theory data (ωB97M-V/def2-TZVPD) for C24H18CoF5N5OTe as an isolated structure.

CARTESIAN COORDINATES (ANGSTROEM)
Co -0.195 -0.796 -0.120
C 1.550 -1.325 -2.823
C 1.137 -2.448 -2.243
C -0.249 -2.753 -1.859
C -1.349 -2.004 -2.059
C -1.344 -0.655 -2.728
C 0.651 -0.190 -3.200
H 2.609 -1.197 -3.013
H 1.875 -3.187 -1.961
H -0.387 -3.715 -1.379
H -2.311 -2.400 -1.754
H -2.330 -0.197 -2.737
H 1.211 0.663 -3.573
C -1.066 0.429 -4.988
C -1.270 1.689 -4.598
C -1.016 2.248 -3.278
C -0.593 1.651 -2.143
N -0.287 0.217 -2.065
C -0.564 -0.628 -4.062
N -0.368 2.482 -1.059
C -0.365 2.143 0.177
N -0.575 0.903 0.742
C -0.483 1.002 2.100
N -0.600 0.083 3.001
C -0.903 -1.235 2.753
C -1.132 -2.015 3.904
C -1.478 -3.335 3.796
C -1.603 -3.899 2.523
C -1.346 -3.097 1.443
N -0.992 -1.800 1.530
C -0.192 2.410 2.455
C 0.000 3.025 3.676
C 0.274 4.387 3.664
C 0.347 5.099 2.467
C 0.149 4.471 1.243
C -0.117 3.116 1.265
H -1.283 0.143 -6.009
H -1.645 2.394 -5.329
H -1.161 3.315 -3.175
H -0.452 -1.590 -4.555
H -1.022 -1.523 4.859
H -1.650 -3.930 4.683
H -1.882 -4.932 2.379
H -1.423 -3.496 0.440
H -0.053 2.457 4.595
H 0.439 4.909 4.599
H 0.567 6.159 2.496
H 0.209 5.010 0.307
F 4.728 -1.188 2.324
Te 3.161 -1.144 1.333
F 4.131 -0.123 0.115
F 2.445 -2.197 2.692
F 3.809 -2.681 0.495
F 2.738 0.396 2.288
O 1.658 -1.120 0.367

The calculation puts the LUMO energy (alpha / beta) at -0.7 / -0.9 eV. As for the spin multiplicity: 4. The charge is 0.

Atomic partial charges in e from the Löwdin method, atoms 1 to 8: 0.743, -0.014, -0.086, -0.100, -0.054, -0.196, -0.167, 0.124

Number 1: maximum force 2.99 eV/Å. Number 2: maximum force 0.32 eV/Å.